# 1
{"formula": "C32H41CaCl3CsF4IN6NaO16PS", "method": "ωB97M-V/def2-TZVPD", "symbols": ["Cs", "I", "Ca", "Cl", "Cl", "Cl", "S", "P", "Na", "F", "F", "F", "F", "O", "O", "O", "O", "O", "O", "O", "O", "O", "O", "O", "O", "O", "O", "O", "O", "N", "N", "N", "N", "N", "N", "C", "C", "C", "C", "C", "C", "C", "C", "C", "C", "C", "C", "C", "C", "C", "C", "C", "C", "C", "C", "C", "C", "C", "C", "C", "C", "C", "C", "C", "C", "C", "C", "H", "H", "H", "H", "H", "H", "H", "H", "H", "H", "H", "H", "H", "H", "H", "H", "H", "H", "H", "H", "H", "H", "H", "H", "H", "H", "H", "H", "H", "H", "H", "H", "H", "H", "H", "H", "H", "H", "H", "H", "H"], "positions_angstrom": [[-7.151, 5.587, -0.415], [-4.730, 1.050, 3.108], [9.185, 0.960, 2.700], [1.752, -5.309, 1.954], [1.300, -7.377, 3.955], [3.096, -7.883, 1.719], [3.861, 4.422, -2.204], [-8.155, 0.009, 5.625], [-1.810, -4.877, 0.540], [-8.339, 2.690, -3.500], [-6.916, 2.762, -1.587], [-0.762, -8.096, 5.635], [-6.442, 1.244, -3.485], [-8.417, 0.824, -2.030], [-1.827, -8.579, 7.545], [-8.064, 1.541, 5.534], [-1.810, 0.117, 1.405], [-9.178, -0.380, 6.705], [-8.602, -0.559, 4.268], [6.325, 4.886, -0.520], [-6.778, -0.565, 5.993], [-0.586, -1.513, -4.366], [-1.724, -3.688, -1.264], [-0.853, -10.570, 7.988], [-2.597, -9.847, 9.279], [5.916, -0.703, 1.052], [6.228, -3.737, 0.889], [7.520, -0.722, 2.561], [-1.547, 0.469, -4.373], [9.488, 5.354, -2.824], [-1.553, -1.154, -0.782], [4.281, 4.463, 0.793], [6.793, -0.160, 1.734], [-1.556, -0.760, -4.508], [5.286, 4.644, 1.739], [6.554, 4.893, 0.950], [-5.241, 0.222, 0.038], [2.606, 1.107, -3.080], [-2.851, -1.395, -4.874], [-0.590, -8.616, 6.871], [2.091, 4.114, -1.672], [-4.200, 2.750, 0.460], [8.180, 4.990, -2.637], [-6.606, -0.342, -0.746], [6.987, 1.302, 1.537], [-0.277, -10.072, 6.797], [4.873, 4.611, -0.602], [-0.043, -1.155, -0.700], [-2.252, -2.459, -1.098], [9.742, 5.460, -4.166], [8.584, 5.151, -4.844], [-3.872, -0.648, -0.199], [1.130, 3.433, -2.813], [7.595, 4.855, -3.876], [-5.229, 1.555, 0.992], [0.482, -0.300, -2.037], [-3.822, -1.991, -1.138], [-2.328, -0.457, 0.316], [-7.500, 1.833, -2.581], [1.883, 2.379, -3.819], [-4.845, 4.176, 1.047], [-6.560, -1.726, -1.685], [-1.827, -9.679, 8.348], [-8.057, 0.425, -0.661], [-5.143, -2.584, -1.906], [2.478, -6.660, 2.842], [1.844, 0.562, -1.734], [7.787, 1.644, 2.198], [-5.294, 3.966, 2.126], [-4.024, 5.000, 1.189], [-2.708, -1.909, -5.826], [-7.549, -2.115, -2.228], [6.045, 1.795, 1.783], [3.316, -6.275, 3.428], [3.719, 1.348, -2.808], [1.088, 2.028, -4.634], [7.257, 1.460, 0.491], [-6.295, 2.084, 1.067], [-8.099, 1.282, 0.135], [-5.050, -3.539, -2.576], [0.550, -0.996, -2.997], [0.699, 4.300, -3.483], [-5.751, 4.517, 0.368], [0.405, -0.667, 0.266], [6.567, 4.573, -4.063], [7.779, 4.858, -1.641], [-0.412, 0.455, -2.273], [0.407, -2.235, -0.829], [1.566, 1.396, -0.952], [2.733, 2.930, -4.444], [2.602, 0.216, -3.868], [2.134, 3.482, -0.669], [-3.613, -0.617, -4.965], [0.798, -10.266, 6.771], [0.149, -8.026, 7.425], [8.464, 5.142, -5.920], [-3.110, -2.097, -4.078], [10.723, 5.743, -4.524], [10.161, 5.519, -2.086], [2.590, -0.174, -1.169], [6.482, -2.835, 0.953], [-3.124, 2.672, 0.918], [1.586, 5.148, -1.359], [7.580, 5.107, 1.473], [-8.850, -0.400, -0.334], [-0.743, -10.562, 5.936], [-4.208, 2.849, -0.716], [0.215, 2.923, -2.277]], "fmax_ev_per_a": 8.58, "gap_ev": 1.167, "total_charge": 0}


# 2
{"formula": "C32H41FGeN5O5W", "method": "ωB97M-V/def2-TZVPD", "symbols": ["W", "Ge", "F", "O", "O", "O", "O", "O", "N", "N", "N", "N", "N", "C", "C", "C", "C", "C", "C", "C", "C", "C", "C", "C", "C", "C", "C", "C", "C", "C", "C", "C", "C", "C", "C", "C", "C", "C", "C", "C", "C", "C", "C", "C", "C", "H", "H", "H", "H", "H", "H", "H", "H", "H", "H", "H", "H", "H", "H", "H", "H", "H", "H", "H", "H", "H", "H", "H", "H", "H", "H", "H", "H", "H", "H", "H", "H", "H", "H", "H", "H", "H", "H", "H", "H", "H"], "positions_angstrom": [[-1.034, 1.006, -1.675], [-1.595, 0.954, 0.939], [0.004, -4.282, 2.462], [-2.830, 2.313, 0.374], [2.785, 1.753, -2.633], [0.721, 1.679, -1.746], [-1.042, 2.340, -4.483], [-0.067, -0.485, -0.698], [-0.641, -0.386, -3.309], [-1.659, 2.420, -3.275], [0.002, -3.578, -7.564], [3.893, -1.378, -0.065], [-2.366, 2.489, -0.882], [2.241, 0.037, -1.047], [2.915, -2.122, 0.591], [-0.098, 2.112, 1.435], [-0.473, 2.968, 2.657], [2.275, -3.888, 2.069], [-4.132, -0.727, 4.788], [3.281, -3.177, 1.459], [-2.517, 3.353, -3.041], [-1.324, -1.553, -3.413], [0.232, -0.070, -4.290], [0.193, 1.052, 4.213], [-0.790, 2.180, 3.930], [1.211, -0.710, -0.481], [-2.947, 4.362, -4.040], [6.007, -0.711, 1.040], [3.567, -0.361, -0.825], [-3.840, -1.660, 3.621], [-0.296, -2.051, -5.505], [2.028, 1.209, -1.905], [0.932, -3.567, 1.844], [1.555, -1.805, 0.375], [5.543, -3.157, 0.458], [-4.144, 4.151, -1.182], [-2.950, 0.034, 1.982], [-2.627, -1.213, 2.798], [0.551, -2.551, 1.012], [-0.131, -2.899, -6.649], [0.434, -0.873, -5.390], [4.726, -3.500, 1.694], [-1.180, -2.401, -4.487], [-3.009, 3.322, -1.637], [5.371, -1.697, 0.074], [5.829, 0.321, 0.737], [5.082, -2.934, 2.559], [-2.411, -0.060, -1.660], [4.831, -4.552, 1.952], [4.378, 0.177, -1.302], [0.794, 1.510, 1.618], [-4.938, -1.115, 5.409], [-1.815, 1.796, 3.911], [0.795, 0.845, -4.178], [-3.253, -0.616, 5.426], [0.393, 3.609, 2.848], [-4.713, -1.732, 2.966], [0.118, 2.751, 0.573], [0.162, 0.258, 3.457], [1.150, -0.582, -6.145], [7.085, -0.869, 1.048], [-2.310, -2.015, 2.129], [5.249, -3.796, -0.377], [-2.141, 5.083, -4.222], [2.506, -4.709, 2.735], [-5.062, 3.796, -1.663], [1.219, 1.426, 4.254], [-1.241, 3.137, -5.007], [-1.750, -3.319, -4.531], [-0.768, 2.884, 4.763], [-4.441, 0.267, 4.458], [-0.019, 0.581, 5.171], [-3.205, 3.880, -4.987], [-3.237, 0.889, 2.609], [-1.292, 3.640, 2.395], [-3.758, -0.145, 1.270], [-4.266, 4.095, -0.106], [-1.796, -1.009, 3.480], [-3.813, 4.919, -3.698], [5.636, -0.839, 2.056], [-1.991, -1.800, -2.603], [-0.496, -2.342, 0.852], [-4.000, 5.188, -1.488], [-3.656, -2.669, 3.992], [6.603, -3.331, 0.637], [5.767, -1.549, -0.931]], "fmax_ev_per_a": 1.94, "de_lowest_kj_mol": 30.8, "gap_ev": [5.924, 5.923], "total_charge": 3}


# 3
{"formula": "C32H41IrN2SbSe", "method": "ωB97M-V/def2-TZVPD", "symbols": ["Ir", "Sb", "Se", "N", "N", "C", "C", "C", "C", "C", "C", "C", "C", "C", "C", "C", "C", "C", "C", "C", "C", "C", "C", "C", "C", "C", "C", "C", "C", "C", "C", "C", "C", "C", "C", "C", "C", "H", "H", "H", "H", "H", "H", "H", "H", "H", "H", "H", "H", "H", "H", "H", "H", "H", "H", "H", "H", "H", "H", "H", "H", "H", "H", "H", "H", "H", "H", "H", "H", "H", "H", "H", "H", "H", "H", "H", "H", "H"], "positions_angstrom": [[0.241, -0.400, 0.217], [-0.889, 1.186, 1.898], [1.404, -0.800, -3.031], [0.710, -1.824, -4.280], [0.255, -1.385, -1.786], [-3.168, -0.886, 1.791], [0.974, -2.522, 0.848], [0.468, -1.721, 3.227], [-0.320, -2.466, -3.765], [2.067, -0.625, 1.380], [-1.884, 1.724, -2.807], [2.574, -3.432, -1.044], [4.078, -0.705, -0.306], [-1.728, -2.818, -1.747], [2.196, -2.419, -0.018], [0.577, 2.160, -1.543], [-2.504, -3.641, -2.490], [2.663, 3.396, -1.422], [2.722, 0.435, 2.210], [-1.052, 2.688, -3.294], [-0.288, 1.132, -1.060], [-1.752, 3.086, 1.402], [1.835, 2.420, -0.945], [-1.504, 0.963, -1.678], [-0.590, -2.218, -2.366], [0.014, 1.970, 3.694], [1.088, -1.586, 1.871], [0.193, 2.942, -2.663], [-2.215, -3.926, -3.870], [-1.161, -3.362, -4.501], [1.071, 3.949, -3.137], [2.276, 4.172, -2.536], [-2.597, 3.313, 0.161], [-1.005, 2.604, 4.639], [-2.589, 0.176, 2.718], [2.839, -1.278, 0.298], [0.119, -3.747, 0.928], [-2.275, -0.253, 3.671], [2.077, 0.816, 2.994], [-3.417, 2.595, 0.083], [0.766, 4.542, -3.991], [0.549, -0.810, 3.814], [-0.066, -4.186, -0.051], [-3.586, -0.440, 0.886], [-0.936, -3.553, -5.541], [1.725, -4.045, -1.344], [4.917, -0.746, 0.392], [-1.952, -2.592, -0.712], [-0.508, 2.924, 5.555], [-2.194, 0.199, -1.326], [-0.911, 3.782, 1.439], [3.335, -4.108, -0.646], [-2.352, 3.271, 2.296], [0.617, -4.505, 1.540], [3.063, 1.273, 1.605], [-0.582, -2.006, 3.167], [3.940, 0.343, -0.584], [0.754, 2.704, 3.369], [-1.479, 3.483, 4.208], [-3.038, 4.311, 0.213], [-2.868, -4.601, -4.405], [0.552, 1.180, 4.213], [-2.402, -1.600, 1.478], [2.936, 4.943, -2.909], [-3.323, 0.952, 2.940], [2.118, 1.819, -0.094], [0.988, -2.506, 3.783], [4.370, -1.253, -1.202], [3.619, 3.580, -0.948], [-3.966, -1.441, 2.285], [-1.789, 1.900, 4.925], [-1.333, 3.279, -4.157], [-0.845, -3.534, 1.390], [-2.014, 3.254, -0.752], [-3.377, -4.099, -2.043], [-2.841, 1.538, -3.278], [2.996, -2.973, -1.939], [3.610, 0.009, 2.687]], "fmax_ev_per_a": 0.33, "de_lowest_kj_mol": 88.1, "gap_ev": 6.647, "total_charge": 1}


# 4
{"formula": "C32H42BBrF5N2O12P3", "method": "ωB97M-V/def2-TZVPD", "symbols": ["Br", "P", "P", "P", "F", "F", "F", "F", "F", "O", "O", "O", "O", "O", "O", "O", "O", "O", "O", "O", "O", "N", "N", "C", "C", "C", "C", "C", "C", "C", "C", "C", "C", "C", "C", "C", "C", "C", "C", "C", "C", "C", "C", "C", "C", "C", "C", "C", "C", "C", "C", "C", "C", "C", "C", "B", "H", "H", "H", "H", "H", "H", "H", "H", "H", "H", "H", "H", "H", "H", "H", "H", "H", "H", "H", "H", "H", "H", "H", "H", "H", "H", "H", "H", "H", "H", "H", "H", "H", "H", "H", "H", "H", "H", "H", "H", "H", "H"], "positions_angstrom": [[-2.005, 3.289, 4.952], [1.353, 6.241, 0.879], [5.745, 2.123, 0.170], [2.508, 4.676, 1.888], [1.871, 0.851, -4.643], [0.346, 0.593, -2.986], [3.679, 1.447, -3.091], [1.695, -1.210, -3.726], [3.599, -0.563, -2.044], [-0.219, -0.459, 3.310], [-6.030, -1.519, -1.724], [5.764, 0.509, -0.432], [0.053, 5.614, 0.309], [1.472, -2.140, -1.005], [-6.038, -4.947, -0.272], [-1.762, 2.452, 2.205], [5.106, 2.260, 1.557], [7.417, 2.531, 0.380], [1.032, 7.464, 2.026], [-2.960, -1.321, 4.051], [2.184, 6.984, -0.415], [-4.676, -6.720, -0.128], [-4.573, 0.286, -3.361], [-1.674, -2.150, -1.369], [-0.776, -1.449, -0.306], [-4.891, 1.280, 1.607], [-4.257, -8.042, 0.287], [2.812, 0.613, -2.345], [2.616, 2.557, -0.333], [-4.648, -1.120, -3.853], [1.629, 0.179, -3.393], [-4.642, 0.432, 2.950], [0.489, 2.511, 3.337], [-3.198, -2.373, -1.031], [-5.838, -6.075, 0.164], [0.802, -1.188, -0.550], [-5.249, -2.159, -2.760], [0.767, 0.727, 1.288], [7.995, 1.664, 1.393], [2.286, 1.165, -0.964], [5.102, 3.297, -1.141], [-1.122, 2.677, 3.256], [-3.719, -1.876, 0.347], [-2.818, -1.190, 1.437], [-0.259, -0.247, 2.077], [1.326, 0.248, -0.105], [8.094, 2.307, 2.859], [-6.844, -6.789, 1.025], [1.112, 2.097, 1.933], [-4.130, -3.112, -2.129], [3.528, 3.616, -1.095], [6.794, 0.430, -1.478], [6.658, -0.867, -2.413], [2.073, 3.013, 1.081], [-1.321, -0.974, 1.099], [-3.477, -0.698, 2.839], [-3.940, 1.423, 0.971], [1.607, 7.673, -0.837], [-6.411, -7.009, 2.003], [-3.428, -3.593, -2.911], [-5.740, 0.873, 0.949], [-4.388, 0.922, -4.164], [-7.715, -6.149, 1.170], [0.888, 3.483, 3.780], [5.369, 2.997, -2.227], [-7.169, -7.710, 0.537], [5.657, 4.302, -0.981], [5.843, -0.627, -3.198], [-5.352, -1.125, -4.778], [-4.830, -1.998, 0.613], [-3.614, -1.477, -4.226], [8.243, 3.437, 2.884], [3.412, 4.701, -0.737], [7.636, -0.964, -3.001], [-6.987, -1.510, -1.962], [-5.493, 0.613, -3.007], [6.769, 1.345, -2.189], [-4.366, 1.127, 3.822], [0.707, 1.690, 4.124], [-3.372, -0.837, 4.802], [3.896, 4.879, 1.540], [7.443, 0.653, 1.508], [-4.075, -8.640, -0.608], [-3.324, -7.945, 0.847], [-5.987, -2.830, -3.352], [6.344, -1.820, -1.872], [-1.255, -2.505, -2.381], [-4.594, -4.008, -1.558], [-4.051, -6.179, -0.709], [-5.002, -8.535, 0.908], [7.206, 1.938, 3.490], [-5.227, 2.345, 1.913], [9.030, 1.834, 3.356], [-5.624, -0.143, 3.182], [9.052, 1.378, 1.019], [3.161, 3.632, -2.194], [1.033, 6.997, 2.904], [7.862, 0.418, -1.049]], "smiles": "CCOP(=O)(CCc1c(PP(=O)(O)O)c(CC(=O)Br)c2c(c1C(F)(F)C(F)(F)F)C(=O)c1cc(C[C@@H](O)CN)cc(B(O)CC)c1C2=O)OCC.CNC(C)=O", "fmax_ev_per_a": 5.82, "gap_ev": 7.255, "total_charge": 0}


# 5
{"formula": "C32H42BaCl2N6O5", "method": "ωB97M-V/def2-TZVPD", "symbols": ["Ba", "Cl", "Cl", "O", "O", "O", "O", "O", "N", "N", "N", "N", "N", "N", "C", "C", "C", "C", "C", "C", "C", "C", "C", "C", "C", "C", "C", "C", "C", "C", "C", "C", "C", "C", "C", "C", "C", "C", "C", "C", "C", "C", "C", "C", "C", "C", "H", "H", "H", "H", "H", "H", "H", "H", "H", "H", "H", "H", "H", "H", "H", "H", "H", "H", "H", "H", "H", "H", "H", "H", "H", "H", "H", "H", "H", "H", "H", "H", "H", "H", "H", "H", "H", "H", "H", "H", "H", "H"], "positions_angstrom": [[0.272, -0.058, -1.122], [-0.079, 0.117, -4.662], [-1.986, 5.174, -5.465], [2.062, -0.254, 0.973], [-0.779, -0.676, 1.214], [-0.910, 1.789, -1.992], [-1.929, -1.583, -1.294], [-1.926, 2.603, -0.211], [1.754, -2.050, -1.997], [3.426, -0.976, -3.298], [-3.021, 4.384, 1.308], [-0.375, 2.851, 2.294], [-2.180, 2.181, -4.581], [2.471, 0.957, -2.282], [-0.712, 3.998, -5.430], [0.540, 4.401, -5.876], [3.331, 3.134, -2.784], [-0.971, 2.675, -5.034], [-2.225, 4.548, 2.578], [3.349, 0.408, -3.104], [2.828, 0.789, 1.572], [4.258, 2.550, -3.651], [1.759, -4.419, -1.692], [-4.556, 2.631, -4.653], [1.224, -3.176, -1.469], [4.269, 1.190, -3.828], [3.448, -3.355, -3.031], [-5.697, 3.206, -4.123], [0.104, -0.719, 2.351], [-1.882, 3.929, -2.252], [-1.547, 2.699, -1.416], [2.897, -4.496, -2.502], [2.839, -2.119, -2.742], [-5.604, 4.046, -3.022], [-4.364, 4.285, -2.454], [-3.313, 2.870, -4.080], [1.574, 3.492, -5.986], [-2.667, -1.429, -0.083], [-2.743, -1.583, -2.468], [0.121, 1.798, -5.135], [-1.771, -1.701, 1.111], [1.497, -1.154, 1.928], [1.353, 2.172, -5.625], [2.458, 2.295, -2.136], [-1.569, 3.242, 3.017], [-3.206, 3.698, -2.952], [3.353, -5.454, -2.711], [0.124, 0.290, 2.765], [-2.089, -1.755, -3.315], [0.352, 3.549, 2.390], [2.216, 1.379, 2.259], [-1.479, 5.316, 2.379], [-2.299, 2.428, 2.959], [-3.082, -0.416, -0.023], [-4.616, 2.006, -5.535], [-3.210, 5.289, 0.881], [3.292, 4.202, -2.631], [-3.248, -0.618, -2.578], [2.535, 3.801, -6.370], [1.472, -2.141, 1.459], [4.980, 0.722, -4.496], [-1.298, -2.685, 1.009], [-2.376, -1.707, 2.022], [3.686, 0.369, 2.101], [-3.491, -2.150, -0.073], [-2.558, 3.732, 0.576], [-2.909, 4.929, 3.336], [-3.934, 3.979, 1.511], [-6.656, 3.018, -4.587], [-1.060, 4.088, -2.954], [-1.970, 4.822, -1.631], [-2.349, 1.219, -4.823], [-4.286, 4.965, -1.612], [0.319, -3.063, -0.865], [4.967, 3.163, -4.191], [-0.304, -1.403, 3.099], [4.334, -3.401, -3.648], [-0.589, 2.721, 1.311], [1.312, -5.303, -1.263], [-3.481, -2.386, -2.406], [2.138, -1.211, 2.813], [1.715, 2.698, -1.454], [4.178, -1.217, -3.921], [-1.332, 3.343, 4.078], [3.187, 1.423, 0.762], [0.667, 5.432, -6.175], [2.127, 1.421, -5.718], [-6.489, 4.521, -2.622]], "fmax_ev_per_a": 1.22, "de_lowest_kj_mol": 0.0, "gap_ev": 7.850, "total_charge": 2}